Model P:
DFT (ωB97M-V/def2-TZVPD) results for a structure of composition C36H28AsN4O6RuS2.

Each line ends with the Löwdin charge.
Geometry (Å):
Ru: -1.00 0.94 -0.80  0.9578
S: -1.85 2.82 -0.24  0.8111
C: -1.06 3.44 1.22  -0.6110
C: -1.68 4.50 1.88  -0.0860
C: -1.16 4.94 3.09  -0.0484
C: -0.05 4.33 3.64  -0.0414
C: 0.58 3.27 2.98  -0.0622
C: 0.07 2.84 1.77  -0.4033
As: 0.83 1.48 0.65  1.3064
C: 1.84 0.16 1.61  -0.3414
C: 3.15 0.43 1.99  -0.0973
C: 3.88 -0.53 2.66  -0.0671
C: 3.31 -1.77 2.93  -0.0659
C: 2.01 -2.04 2.53  -0.0622
C: 1.27 -1.08 1.87  -0.1043
C: 2.18 2.46 -0.32  -0.3525
C: 2.28 3.84 -0.26  -0.0837
C: 3.24 4.50 -1.01  -0.0663
C: 4.10 3.78 -1.83  -0.0670
C: 4.00 2.40 -1.89  -0.0635
C: 3.05 1.74 -1.14  -0.1129
H: -2.56 4.96 1.45  0.1127
H: -1.64 5.76 3.61  0.1153
H: 0.34 4.67 4.59  0.1153
H: 1.45 2.80 3.41  0.1160
H: 3.60 1.39 1.76  0.1072
H: 4.90 -0.32 2.96  0.1104
H: 3.89 -2.52 3.45  0.1103
H: 1.58 -3.01 2.74  0.1084
H: 0.26 -1.29 1.54  0.0712
H: 1.62 4.41 0.38  0.1004
H: 3.32 5.58 -0.96  0.1100
H: 4.85 4.30 -2.42  0.1099
H: 4.67 1.83 -2.53  0.1100
H: 2.98 0.65 -1.20  0.1054
N: -5.09 -4.93 3.68  0.1228
C: -4.53 -3.75 3.27  -0.3055
C: -3.13 -3.64 3.13  -0.0163
C: -2.57 -2.46 2.70  -0.0469
C: -3.39 -1.37 2.40  -0.3168
C: -4.77 -1.47 2.54  -0.0595
C: -5.33 -2.64 2.97  -0.0149
S: -2.68 0.11 1.86  0.6121
O: -1.40 0.30 2.48  -0.3109
O: -3.65 1.16 1.91  -0.2843
N: -2.30 -0.12 0.25  -0.2323
C: -3.26 -0.24 -0.74  -0.4654
N: -4.42 -0.86 -0.64  0.1796
C: -5.12 -0.92 -1.77  -0.0756
C: -4.69 -0.40 -2.98  -0.0251
C: -3.47 0.26 -2.97  -0.0646
N: -2.78 0.36 -1.84  0.0039
H: -4.50 -5.64 4.08  0.1011
H: -6.05 -4.94 3.97  0.1017
H: -2.50 -4.49 3.37  0.1151
H: -1.50 -2.37 2.61  0.1040
H: -5.39 -0.61 2.30  0.1157
H: -6.41 -2.72 3.09  0.1165
H: -6.08 -1.42 -1.70  0.1220
H: -5.27 -0.48 -3.88  0.1110
H: -3.05 0.73 -3.85  0.1315
O: -0.17 -1.02 -1.23  -0.0790
C: 0.51 -0.50 -2.17  -0.5807
O: 0.27 0.74 -2.40  -0.1364
C: 1.52 -1.23 -2.94  -0.1542
C: 1.81 -2.54 -2.60  0.0030
C: 2.79 -3.26 -3.29  0.0378
C: 3.44 -2.59 -4.30  -0.2032
O: 4.43 -3.06 -5.09  0.0552
C: 4.72 -2.02 -6.03  -0.1016
O: 3.97 -0.87 -5.65  0.0440
C: 3.15 -1.27 -4.63  -0.1977
C: 2.20 -0.55 -3.97  0.0800
H: 1.26 -3.01 -1.80  0.1232
H: 3.03 -4.28 -3.04  0.1273
H: 4.41 -2.34 -7.03  0.1422
H: 5.78 -1.79 -6.00  0.1415
H: 1.98 0.47 -4.22  0.1379

## Properties
Frontier orbital gap (alpha / beta) = 5.66 / 5.66 eV
Total charge = +1
HOMO (alpha / beta) = -10.43 / -10.43 eV


Model Q:
DFT (ωB97M-V/def2-TZVPD) results for a structure of composition C36H28AsN4O6RuS2.

Each line ends with the Löwdin charge.
Geometry (Å):
Ru: -0.15 -1.17 0.98  1.0058
S: -0.07 -1.10 3.21  0.7640
C: 1.60 -1.16 3.78  -0.6481
C: 1.82 -1.40 5.13  -0.1000
C: 3.12 -1.56 5.60  -0.0539
C: 4.19 -1.48 4.72  -0.0486
C: 3.97 -1.22 3.37  -0.0613
C: 2.67 -1.04 2.91  -0.3957
As: 2.21 -0.63 1.09  1.3099
C: 2.33 1.29 1.06  -0.3521
C: 2.49 1.96 -0.15  -0.1022
C: 2.49 3.35 -0.17  -0.0647
C: 2.34 4.07 1.01  -0.0723
C: 2.19 3.39 2.22  -0.0679
C: 2.19 2.01 2.24  -0.0916
C: 3.62 -1.35 0.02  -0.3757
C: 4.79 -0.62 -0.17  -0.1000
C: 5.83 -1.19 -0.90  -0.0634
C: 5.69 -2.47 -1.42  -0.0615
C: 4.52 -3.19 -1.22  -0.0571
C: 3.48 -2.64 -0.49  -0.1041
H: 0.98 -1.48 5.81  0.1080
H: 3.30 -1.76 6.65  0.1148
H: 5.20 -1.62 5.08  0.1147
H: 4.81 -1.16 2.68  0.1093
H: 2.59 1.41 -1.08  0.0891
H: 2.62 3.87 -1.11  0.1110
H: 2.35 5.15 1.00  0.1086
H: 2.08 3.95 3.14  0.1094
H: 2.09 1.50 3.19  0.0994
H: 4.89 0.38 0.22  0.1069
H: 6.74 -0.63 -1.06  0.1106
H: 6.50 -2.91 -1.99  0.1108
H: 4.41 -4.18 -1.64  0.1135
H: 2.56 -3.19 -0.37  0.0998
N: -4.13 1.02 -5.06  0.1222
C: -3.04 0.47 -4.45  -0.3082
C: -2.64 -0.84 -4.76  -0.0160
C: -1.55 -1.40 -4.12  -0.0579
C: -0.84 -0.66 -3.18  -0.3034
C: -1.23 0.64 -2.87  -0.0599
C: -2.32 1.20 -3.49  -0.0171
S: 0.52 -1.36 -2.35  0.6215
O: 1.40 -0.30 -1.96  -0.3224
O: 1.00 -2.49 -3.08  -0.2629
N: -0.08 -1.90 -0.91  -0.2258
C: -0.93 -2.95 -0.76  -0.4680
N: -1.55 -3.60 -1.73  0.1747
C: -2.39 -4.53 -1.30  -0.0731
C: -2.64 -4.79 0.05  -0.0282
C: -1.92 -4.06 0.99  -0.0820
N: -1.03 -3.17 0.57  0.0162
H: -4.55 0.56 -5.85  0.1016
H: -4.32 2.00 -4.96  0.0997
H: -3.18 -1.40 -5.50  0.1156
H: -1.23 -2.41 -4.36  0.1134
H: -0.66 1.20 -2.14  0.1010
H: -2.62 2.21 -3.25  0.1112
H: -2.91 -5.10 -2.06  0.1215
H: -3.34 -5.55 0.36  0.1088
H: -2.04 -4.20 2.05  0.1272
O: -0.56 0.62 0.42  -0.1983
C: -1.84 0.55 0.74  -0.5144
O: -2.24 -0.58 1.13  -0.0629
C: -2.66 1.74 0.64  -0.1402
C: -2.09 2.92 0.16  0.0025
C: -2.85 4.08 0.03  0.0403
C: -4.17 3.99 0.40  -0.1992
O: -5.10 4.96 0.36  0.0599
C: -6.31 4.40 0.89  -0.0941
O: -6.05 3.02 1.16  0.0504
C: -4.74 2.81 0.89  -0.1935
C: -4.02 1.66 1.02  0.1002
H: -1.04 2.92 -0.10  0.1192
H: -2.42 5.00 -0.33  0.1284
H: -7.10 4.48 0.14  0.1429
H: -6.57 4.92 1.82  0.1436
H: -4.45 0.74 1.38  0.1405

## Properties
Frontier orbital gap (alpha / beta) = 5.17 / 5.10 eV
Total charge = +1
HOMO (alpha / beta) = -10.30 / -10.30 eV


Stability ranking, top and bottom: model P is the most stable and model Q is the least stable.


Model P:
DFT (ωB97M-V/def2-TZVPD) results for the molecule C4H10N4O2.

Each line ends with the Löwdin charge.
Geometry (Å):
C: 3.37 -1.29 0.14  -0.1478
O: 2.22 -0.75 -0.36  -0.1268
C: 2.06 0.64 -0.06  -0.4393
O: 2.87 1.39 0.44  0.1012
C: 0.59 0.97 -0.31  -0.1233
N: -0.39 -0.11 -0.01  -0.0955
N: -1.66 -0.11 -0.88  0.0518
C: -2.66 -0.15 0.01  -0.6183
N: -2.65 -0.29 1.42  0.0666
N: -3.82 -0.13 -0.58  0.0784
H: 4.19 -0.49 -0.27  0.1319
H: 3.61 -2.35 -0.40  0.1269
H: 3.44 -1.54 1.25  0.1056
H: 0.32 2.04 -0.03  0.1448
H: 0.94 1.08 -1.39  0.1412
H: -0.06 -1.02 -0.41  0.1152
H: -1.65 -0.29 1.55  0.0350
H: -3.40 0.40 2.12  0.2148
H: -4.74 -0.14 -0.07  0.1203
H: -3.89 0.64 -1.28  0.1172

## Properties
SMILES string = COC(=O)CNN=C(N)N
Frontier orbital gap = 9.41 eV
Total charge = 0
HOMO = -8.83 eV


Model Q:
DFT (ωB97M-V/def2-TZVPD) results for the molecule C4H10N4O2.

Each line ends with the Löwdin charge.
Geometry (Å):
H: -2.85 0.39 -1.69  0.0813
N: -2.10 -0.35 -1.79  0.1352
C: -0.96 0.16 -1.52  -0.4436
C: 0.32 -0.59 -1.78  -0.1095
C: 0.63 -1.52 -0.52  -0.1009
C: 0.63 -0.79 0.83  -0.4362
N: -0.27 -0.74 1.73  0.1340
H: -0.81 -1.66 1.72  0.0932
N: 1.60 0.25 0.91  -0.0454
O: 2.20 0.42 2.21  -0.0327
N: -0.71 1.35 -0.76  -0.0475
O: -1.61 1.58 0.24  -0.0386
H: 1.15 0.07 -1.89  0.0922
H: 0.10 -1.21 -2.69  0.1296
H: -0.12 -2.34 -0.37  0.1245
H: 1.58 -2.04 -0.64  0.1038
H: 2.41 0.25 0.26  0.1497
H: 1.89 1.27 2.51  0.0874
H: 0.22 1.29 -0.35  0.0816
H: -1.54 0.91 0.90  0.0418

## Properties
SMILES string = [H]/N=C(/CC/C(=N\[H])NO)NO
Frontier orbital gap = 9.85 eV
Total charge = 0
HOMO = -9.25 eV


Stability ranking, top and bottom: model P is the most stable and model Q is the least stable.


Model P:
DFT (ωB97M-V/def2-TZVPD) results for a cluster of 16 separate species, C4H41NO15 in total.

Each line ends with the Löwdin charge.
Geometry (Å):
C: 0.18 0.02 -0.72  -0.0203
C: -1.20 0.22 0.17  -0.4143
C: -2.50 -0.06 -0.64  -0.1824
C: -3.84 0.49 -0.07  -0.0806
N: -1.17 -0.53 1.41  0.0302
H: 0.95 -0.32 -0.04  0.0428
H: -0.09 -0.71 -1.49  0.0512
H: 0.50 1.03 -1.14  0.0645
H: -1.35 1.20 0.55  0.1010
H: -2.16 0.24 -1.71  0.0863
H: -2.49 -1.23 -0.73  0.1394
H: -4.40 -0.17 0.60  0.0556
H: -3.80 1.34 0.56  0.0582
H: -4.50 0.85 -0.81  0.0453
H: -0.19 -0.81 1.79  0.0807
H: -1.73 -1.37 1.22  0.0294
H: -2.76 -3.12 1.70  -0.0164
H: -1.79 -3.86 2.49  0.0251
O: -2.06 -3.77 1.59  -0.0459
H: 1.42 2.32 -2.70  -0.0585
H: 2.53 1.56 -3.40  0.0674
O: 1.82 2.27 -3.51  -0.0209
H: 1.61 -1.52 -2.95  -0.0072
H: 2.15 -0.73 -4.07  0.0314
O: 2.25 -1.56 -3.62  -0.0195
H: -4.56 -1.41 2.56  0.0372
H: -3.14 -1.30 3.14  0.0310
O: -3.69 -1.76 2.43  -0.0911
H: 0.95 -4.16 0.19  0.0384
H: -0.15 -3.12 0.72  -0.0201
O: 0.78 -3.30 0.56  -0.0621
H: -0.91 0.09 -2.87  0.0236
H: -1.81 -0.01 -4.03  -0.0042
O: -1.19 0.54 -3.70  -0.0134
H: 2.73 -0.48 3.34  0.0337
H: 2.01 0.50 2.31  0.0453
O: 2.01 0.04 3.13  0.0349
H: 3.28 0.41 0.65  -0.0001
H: 3.55 1.89 -0.12  0.0583
O: 2.96 1.14 0.05  -0.0869
H: -0.50 2.79 -4.15  0.0946
H: -1.79 2.35 -3.51  -0.0185
O: -1.33 3.15 -3.64  -0.0795
H: 0.71 -0.55 3.72  0.0856
H: 0.54 -2.18 3.51  0.0171
O: 0.08 -1.43 3.87  -0.1561
H: -1.89 0.06 4.17  0.1357
H: -1.63 -1.48 4.63  -0.0280
O: -2.29 -0.83 4.61  -0.1011
H: 1.72 4.76 -0.24  -0.0554
H: 1.70 3.58 0.47  -0.0696
O: 1.84 4.43 0.55  0.0659
H: 4.12 -1.71 1.60  0.0268
H: 4.49 -1.06 0.27  0.0240
O: 4.13 -0.91 1.15  -0.0207
H: 4.37 -1.56 -2.26  0.0626
H: 3.62 -0.25 -1.78  0.0586
O: 3.93 -1.16 -1.49  -0.0869
H: -0.88 3.14 -1.92  0.0690
H: -0.87 4.38 -1.17  0.0227
O: -0.27 3.65 -1.22  -0.1136

## Properties
Frontier orbital gap = 8.70 eV
Total charge = 0
HOMO = -8.80 eV


Model Q:
DFT (ωB97M-V/def2-TZVPD) results for a cluster of 16 separate species, C4H41NO15 in total.

Each line ends with the Löwdin charge.
Geometry (Å):
C: 0.32 -0.96 0.10  -0.2740
N: 0.98 0.31 -0.27  -0.0534
C: 1.01 1.17 0.92  -0.2804
C: 1.14 2.63 0.42  -0.0808
C: 0.15 -1.93 -1.07  -0.0966
H: 0.74 -1.52 0.94  0.1003
H: -0.75 -0.73 0.34  0.1102
H: 1.95 0.18 -0.51  0.0735
H: 0.15 1.14 1.64  0.0889
H: 1.84 0.96 1.61  0.0673
H: 1.55 3.32 1.15  0.0582
H: 1.73 2.74 -0.51  0.0667
H: 0.12 2.94 0.07  0.0696
H: 0.91 -2.71 -1.03  0.0691
H: 0.18 -1.45 -2.09  0.0666
H: -0.80 -2.44 -1.17  0.0621
H: -3.32 -0.87 1.88  0.0258
H: -2.45 0.35 2.24  0.0318
O: -2.49 -0.61 2.31  -0.0602
H: -3.71 -2.97 0.71  0.0537
H: -3.68 -1.76 -0.26  -0.0022
O: -3.96 -2.04 0.63  -0.0645
H: -2.23 1.94 -1.37  0.0119
H: -3.75 2.29 -1.25  0.0675
O: -3.00 1.98 -0.75  -0.0708
H: 2.88 1.14 -3.69  0.0480
H: 3.02 -0.22 -2.85  0.0552
O: 2.92 0.18 -3.76  -0.0793
H: 1.87 -1.08 -4.73  0.0222
H: 1.83 -2.41 -3.87  0.0307
O: 1.29 -1.78 -4.35  -0.0846
H: 0.02 3.11 4.22  0.0543
H: -0.65 2.78 2.82  0.0011
O: 0.11 2.63 3.40  -0.0510
H: -0.61 0.55 -1.65  0.0148
H: -0.33 1.71 -2.69  0.0360
O: -1.01 1.20 -2.23  -0.0536
H: -2.70 -0.21 -1.93  0.0215
H: -4.00 -0.25 -1.03  0.0394
O: -3.44 -0.75 -1.64  -0.0400
H: 3.79 0.60 2.14  0.0592
H: 3.46 -0.91 2.32  0.0443
O: 4.07 -0.30 1.88  -0.0573
H: 0.77 -0.77 3.35  -0.0159
H: 0.83 0.73 3.71  0.0022
O: 1.38 -0.05 3.59  -0.0834
H: -0.60 -3.60 2.03  0.0210
H: -0.43 -4.25 0.72  0.0162
O: -1.13 -4.16 1.38  -0.0931
H: 4.20 -0.49 -0.05  0.0239
H: 4.98 -0.10 -1.25  0.0558
O: 4.06 -0.14 -0.96  -0.0790
H: -2.38 2.63 0.79  -0.0042
H: -3.09 3.04 2.09  0.0581
O: -2.23 2.82 1.73  -0.0591
H: -0.06 1.79 -4.76  0.0650
H: 1.11 1.01 -4.07  0.0093
O: 0.77 1.89 -4.27  -0.0502
H: -0.95 -1.52 2.52  0.0193
H: -0.55 -2.15 3.90  0.0981
O: -0.28 -2.09 2.96  -0.0854

## Properties
Frontier orbital gap = 9.22 eV
Total charge = 0
HOMO = -9.05 eV


Stability ranking, top and bottom: model Q is the most stable and model P is the least stable.